# 1
Formula: C20H20Cl52FN3O4Si2
Source: OMol25
Level of theory: the ωB97M-V functional and the def2-TZVPD basis

Each line ends with the Löwdin charge.
CARTESIAN COORDINATES (ANGSTROEM)
N1 -1.156 -1.429 -0.910  -0.0036
C1 0.162 -1.185 -0.354  -0.3503
C2 0.892 -0.120 -1.174  -0.2553
Si1 0.539 1.646 -0.684  0.3820
C3 2.017 2.321 0.231  -0.1674
C4 2.081 3.839 0.383  -0.3923
O1 3.416 4.278 0.060  -0.0606
C5 1.721 4.363 1.788  -0.2150
N2 2.191 3.594 2.940  0.0217
O2 -0.930 1.827 0.168  -0.2068
N3 -0.978 1.193 1.430  -0.0263
O3 -0.494 1.835 2.275  0.0225
O4 0.344 2.531 -2.102  -0.3535
Si2 -0.946 3.616 -2.164  0.5826
C6 -0.440 4.945 -3.401  -0.2573
C7 1.036 5.275 -3.329  -0.3020
F1 1.270 6.409 -2.555  -0.0955
H1 -1.761 -0.626 -0.825  0.0037
H2 -1.590 -2.255 -0.525  0.0445
H3 0.153 -0.965 0.716  0.0878
H4 0.723 -2.111 -0.450  0.0863
H5 1.954 -0.264 -1.031  -0.0326
H6 0.620 -0.266 -2.213  0.0609
H7 2.106 1.790 1.177  0.0578
H8 2.873 2.021 -0.366  0.0875
H9 1.448 4.360 -0.327  0.1073
H10 4.025 3.714 0.560  -0.0105
H11 0.658 4.555 1.864  0.1110
H12 2.195 5.337 1.851  0.1119
H13 1.533 2.861 3.179  0.0044
H14 3.063 3.133 2.705  -0.0119
H15 -2.212 2.961 -2.540  -0.0160
H16 -1.052 4.293 -0.855  0.0032
H17 -0.710 4.658 -4.412  0.0734
H18 -1.002 5.839 -3.153  0.0778
H19 1.423 5.492 -4.315  0.0604
H20 1.644 4.474 -2.919  0.0961
C8 -5.040 -2.070 -2.247  -2.0363
Cl1 -4.980 -2.658 -3.919  0.5014
Cl2 -4.389 -3.319 -1.177  0.5350
Cl3 -4.066 -0.604 -2.117  0.5524
Cl4 -6.703 -1.723 -1.774  0.5205
C9 4.197 7.377 -5.987  -2.0517
Cl5 5.273 5.994 -5.755  0.5205
Cl6 3.081 7.485 -4.627  0.5879
Cl7 5.156 8.858 -6.091  0.5228
Cl8 3.283 7.163 -7.485  0.5161
C10 4.239 -2.162 -0.054  -1.9872
Cl9 5.989 -2.105 -0.254  0.5396
Cl10 3.708 -0.770 0.905  0.5551
Cl11 3.445 -2.100 -1.627  0.5772
Cl12 3.778 -3.638 0.799  0.4993
C11 2.601 -6.784 4.000  -2.0373
Cl13 2.700 -5.593 2.695  0.4716
Cl14 1.104 -7.706 3.864  0.5084
Cl15 3.985 -7.877 3.917  0.5400
Cl16 2.617 -5.902 5.526  0.5059
C12 2.992 -0.021 -5.223  -2.0309
Cl17 2.250 -1.587 -4.873  0.4947
Cl18 2.160 1.231 -4.303  0.5762
Cl19 4.688 -0.053 -4.725  0.5228
Cl20 2.891 0.307 -6.955  0.5292
C13 -7.764 1.118 -5.186  -2.0416
Cl21 -6.783 -0.336 -4.985  0.4891
Cl22 -8.790 1.328 -3.764  0.5015
Cl23 -6.708 2.523 -5.363  0.5276
Cl24 -8.778 0.957 -6.624  0.5224
C14 3.005 -1.695 6.617  -2.0038
Cl25 4.406 -0.774 7.170  0.5362
Cl26 3.331 -2.352 5.010  0.5111
Cl27 2.689 -3.019 7.748  0.5028
Cl28 1.593 -0.637 6.544  0.4178
C15 -1.676 -9.723 6.306  -2.0505
Cl29 -2.305 -11.281 6.848  0.5310
Cl30 -2.735 -8.425 6.860  0.4991
Cl31 -0.057 -9.477 6.969  0.5183
Cl32 -1.597 -9.701 4.539  0.5059
C16 -0.730 1.677 5.878  -1.9931
Cl33 -1.983 0.791 5.005  0.5484
Cl34 -0.960 1.467 7.616  0.5490
Cl35 0.860 1.049 5.421  0.4518
Cl36 -0.823 3.391 5.470  0.5452
C17 6.856 1.641 1.925  -2.0272
Cl37 8.315 2.439 2.514  0.5487
Cl38 7.035 1.275 0.206  0.5266
Cl39 6.596 0.147 2.827  0.5200
Cl40 5.468 2.716 2.161  0.6011
C18 -12.769 0.882 -3.087  -2.0656
Cl41 -11.700 0.111 -1.909  0.5075
Cl42 -12.328 0.355 -4.714  0.5110
Cl43 -14.441 0.426 -2.750  0.5258
Cl44 -12.598 2.636 -2.971  0.5206
C19 2.483 -4.124 -7.938  -2.0586
Cl45 2.120 -5.391 -9.114  0.5257
Cl46 3.848 -3.161 -8.510  0.5185
Cl47 1.069 -3.084 -7.739  0.5028
Cl48 2.896 -4.866 -6.388  0.5123
C20 -3.775 -5.045 8.847  -2.0603
Cl49 -3.624 -3.868 10.155  0.5251
Cl50 -5.095 -4.570 7.775  0.5233
Cl51 -2.266 -5.102 7.931  0.5064
Cl52 -4.118 -6.640 9.529  0.5091

Its total charge is 0. Its molecular weight is 2285.1 g mol⁻¹. As for the spin multiplicity: 1. For the HOMO energy, the calculation gives -9.327 eV. The calculation puts the largest force on an atom at 6.1 eV Å⁻¹. As for the LUMO energy: -0.55 eV. The calculation puts the relative energy (zero: lowest compared OMol25 entry of this formula, charge and spin) at 263.0 kJ/mol. For the frontier orbital gap, the calculation gives 8.77 eV.

# 2
Formula: C11H20BFN2O7P2
Source: OMol25
Level of theory: the ωB97M-V functional and the def2-TZVPD basis

Each line ends with the Löwdin charge.
CARTESIAN COORDINATES (ANGSTROEM)
C1 -1.170 -2.809 1.307  -0.0779
C2 -1.372 -3.121 -0.175  -0.2178
C3 -0.550 -2.261 -1.144  -0.1054
C4 -0.610 -0.703 -1.066  -0.2159
C5 -2.055 -0.250 -1.272  -0.3361
O1 -2.463 0.220 -2.287  0.1864
N1 -2.990 -0.523 -0.181  0.1968
C6 -3.083 0.282 0.919  -0.5654
O2 -2.977 1.454 1.009  0.1401
F1 -3.376 -0.488 2.001  0.0914
C7 0.238 -0.292 -2.322  -0.4071
O3 0.153 -0.775 -3.409  0.1509
N2 1.190 0.688 -1.957  0.0348
C8 0.779 1.254 -0.659  -0.5925
P1 2.333 1.760 0.220  0.9290
C9 1.668 2.698 1.642  -0.2393
O4 2.957 2.881 -0.817  -0.2967
P2 -0.537 2.655 -1.011  0.9290
O5 -0.537 2.611 -2.632  -0.2668
O6 0.370 3.998 -0.710  -0.3091
C10 0.126 0.040 0.088  -0.1651
B1 1.231 -0.789 0.935  -0.6023
C11 1.309 -0.647 2.498  -0.0128
O7 2.109 -1.683 0.361  0.1182
H1 -0.120 -2.971 1.564  0.0744
H2 -1.754 -3.479 1.938  0.0890
H3 -1.402 -1.774 1.570  0.0578
H4 -1.049 -4.154 -0.328  0.1181
H5 -2.430 -3.112 -0.462  0.1023
H6 0.487 -2.578 -1.067  0.1180
H7 -0.873 -2.490 -2.162  0.1279
H8 -3.038 -1.503 0.064  0.1084
H9 2.149 0.365 -2.033  0.1300
H10 0.700 2.270 1.923  0.0465
H11 1.504 3.743 1.392  0.0371
H12 2.344 2.601 2.491  0.0399
H13 3.916 2.890 -0.728  0.0495
H14 0.313 2.315 -3.003  0.0633
H15 0.536 4.486 -1.525  0.0616
H16 -0.556 0.440 0.845  0.1067
H17 1.282 -1.623 2.990  0.0718
H18 2.262 -0.175 2.758  0.0699
H19 0.508 -0.037 2.923  0.0660
H20 2.477 -1.416 -0.486  0.0953

Its total charge is 0. Its molecular weight is 384.0 g mol⁻¹. As for the spin multiplicity: 1. For the HOMO energy, the calculation gives -8.396 eV. The calculation puts the largest force on an atom at 0.7 eV Å⁻¹. As for the LUMO energy: 0.07 eV. As for the SMILES: CCC[C@]1(C(=O)NC(=O)F)C(=O)N[C@@](P(C)O)(P(O)O)[C@@H]1B(C)O. For the frontier orbital gap, the calculation gives 8.46 eV.

# 3
Formula: CH14O5S2
Source: OMol25
Level of theory: the ωB97M-V functional and the def2-TZVPD basis

Each line ends with the Löwdin charge.
CARTESIAN COORDINATES (ANGSTROEM)
C1 1.621 -0.253 -0.888  -0.4809
S1 1.170 -1.917 -1.459  0.3750
S2 -0.865 -1.904 -1.706  0.2878
H1 0.890 0.532 -1.073  0.0181
H2 2.600 -0.062 -1.309  0.0302
H3 1.593 -0.220 0.192  0.0170
H4 -1.207 -0.990 -2.615  -0.1989
O1 2.156 2.767 -0.247  -0.0572
H5 2.151 3.573 0.286  0.0394
H6 1.326 2.873 -0.732  0.0360
O2 -0.837 -1.791 2.058  -0.0637
H7 0.079 -2.042 1.898  0.0420
H8 -1.121 -1.346 1.250  -0.0024
O3 0.422 2.236 2.453  -0.0331
H9 -0.081 3.042 2.630  0.0645
H10 1.243 2.561 2.129  0.0063
O4 -1.624 2.467 -0.429  -0.0640
H11 -2.366 2.672 -1.007  0.0382
H12 -1.843 1.600 -0.058  0.0188
O5 -2.079 0.798 2.372  -0.0681
H13 -1.191 1.113 2.162  -0.0173
H14 -1.929 -0.101 2.687  0.0123

Its total charge is 0. Its molecular weight is 170.3 g mol⁻¹. As for the spin multiplicity: 1. For the HOMO energy, the calculation gives -8.900 eV. The calculation puts the largest force on an atom at 1.3 eV Å⁻¹. As for the LUMO energy: 0.19 eV. As for the SMILES: CSS.O.O.O.O.O. The calculation puts the relative energy (zero: lowest compared OMol25 entry of this formula, charge and spin) at 94.2 kJ/mol. For the frontier orbital gap, the calculation gives 9.09 eV.

# 4
Formula: C24H34Br2CoN2O6PS
Source: OMol25
Level of theory: the ωB97M-V functional and the def2-TZVPD basis

Each line ends with the Löwdin spin population.
CARTESIAN COORDINATES (ANGSTROEM)
Co1 0.053 -0.062 -0.553  1.0010
C1 2.522 1.364 -2.671  -0.0002
C2 2.802 1.683 -1.243  -0.0003
C3 3.997 2.347 -0.900  0.0000
C4 4.293 2.612 0.407  -0.0002
C5 3.406 2.176 1.409  0.0000
C6 3.617 2.308 2.794  -0.0006
Br1 5.214 3.147 3.428  -0.0001
C7 2.724 1.821 3.717  0.0001
C8 1.584 1.175 3.270  -0.0001
Br2 0.360 0.451 4.524  0.0001
C9 1.278 0.977 1.915  0.0009
O1 0.258 0.338 1.522  0.0080
C10 2.225 1.522 0.971  0.0005
N1 1.936 1.316 -0.324  0.0010
H1 3.416 1.499 -3.277  0.0000
H2 1.729 2.006 -3.049  0.0000
H3 2.179 0.332 -2.727  -0.0001
H4 4.678 2.651 -1.683  0.0000
H5 5.208 3.121 0.678  0.0000
H6 2.907 1.917 4.779  0.0000
C11 1.852 -3.445 0.622  0.0001
S1 1.018 -2.547 -0.736  0.0020
O2 0.952 -3.498 -1.816  0.0011
O3 1.829 -1.347 -0.996  -0.0050
O4 -0.284 -2.166 -0.160  0.0204
H7 2.650 -4.043 0.203  0.0000
H8 1.101 -4.073 1.080  0.0001
H9 2.234 -2.722 1.328  0.0000
C12 -2.170 -1.541 2.246  -0.0004
C13 -2.961 -0.315 1.796  -0.0041
C14 -4.458 -0.579 1.963  -0.0014
P1 -2.352 0.286 0.116  -0.0299
C15 -2.842 2.100 0.079  -0.0034
C16 -4.156 2.528 0.728  -0.0012
C17 -1.693 2.903 0.678  -0.0004
C18 -3.423 -0.469 -1.234  -0.0041
C19 -4.882 -0.050 -1.411  -0.0014
C20 -3.276 -1.986 -1.168  -0.0003
H10 -2.351 -1.741 3.305  0.0000
H11 -1.109 -1.374 2.095  -0.0001
H12 -2.443 -2.418 1.666  0.0000
H13 -2.675 0.508 2.463  0.0000
H14 -4.759 -1.470 1.415  0.0000
H15 -5.064 0.258 1.632  0.0000
H16 -4.678 -0.746 3.019  -0.0003
H17 -2.885 2.337 -0.990  0.0000
H18 -4.127 2.373 1.803  0.0000
H19 -5.014 2.007 0.315  0.0000
H20 -4.304 3.593 0.550  -0.0003
H21 -1.573 2.675 1.734  0.0000
H22 -1.878 3.969 0.569  0.0000
H23 -0.770 2.661 0.155  -0.0001
H24 -2.897 -0.132 -2.133  -0.0002
H25 -5.495 -0.312 -0.553  0.0000
H26 -5.290 -0.574 -2.279  -0.0003
H27 -4.968 1.019 -1.595  0.0000
H28 -3.870 -2.401 -0.358  0.0000
H29 -2.230 -2.239 -1.007  -0.0001
H30 -3.601 -2.444 -2.100  0.0000
O5 -0.471 -0.927 -2.684  0.0169
C21 -0.684 0.223 -3.043  0.0023
C22 -1.023 0.664 -4.464  -0.0002
C23 -1.416 2.116 -4.262  0.0001
C24 -0.961 2.422 -2.811  -0.0006
O6 -0.937 3.542 -2.345  -0.0002
N2 -0.620 1.265 -2.196  0.0010
H31 -1.794 0.032 -4.904  0.0001
H32 -0.115 0.557 -5.060  0.0000
H33 -2.497 2.259 -4.317  0.0000
H34 -0.944 2.816 -4.950  0.0001

Its total charge is -1. Its molecular weight is 728.3 g mol⁻¹. As for the spin multiplicity: 2. For the HOMO energy (alpha / beta), the calculation gives -4.626 / -4.603 eV. The calculation puts the largest force on an atom at 2.6 eV Å⁻¹. As for the LUMO energy (alpha / beta): 2.51 / 2.52 eV. For the frontier orbital gap (alpha / beta), the calculation gives 7.14 / 7.12 eV.